Record 1
71
Properties=species:S:1:pos:R:3:lowdin_charge:R:1 method="wB97M-V/def2-TZVPD" lumo_ev=-3.741 total_charge=+1 orbital_gap_ev=7.85 homo_energy_ev=-11.59 e_above_lowest_kj_mol=3.0
Pd 0.507 0.039 0.091 1.22
O -1.243 -1.045 3.500 0.11
C -0.638 -0.496 2.607 -0.47
N -0.021 -1.124 1.562 -0.06
C -0.608 -2.380 1.132 -0.13
C -1.513 -2.140 -0.055 -0.25
C -2.348 -3.137 -0.537 0.01
C -3.150 -2.871 -1.630 -0.03
C -3.107 -1.609 -2.207 -0.04
C -2.248 -0.671 -1.672 -0.12
N -1.458 -0.929 -0.626 0.05
C -0.523 1.000 2.553 -0.18
C -0.868 1.813 3.612 0.04
C -0.754 3.184 3.450 -0.01
C -0.305 3.690 2.238 -0.01
C 0.011 2.810 1.219 -0.07
N -0.112 1.495 1.384 0.00
H -1.189 -2.778 1.966 0.14
H 0.154 -3.119 0.883 0.12
H -2.358 -4.106 -0.056 0.13
H -3.806 -3.635 -2.026 0.12
H -3.727 -1.355 -3.054 0.11
H -2.195 0.329 -2.080 0.08
H -1.214 1.352 4.527 0.14
H -1.006 3.855 4.260 0.12
H -0.194 4.753 2.080 0.12
H 0.382 3.140 0.262 0.09
O 0.935 1.386 -1.544 -0.62
S -0.035 2.022 -2.533 1.01
C 0.547 3.735 -2.718 -0.27
C 1.994 3.857 -3.083 -0.29
C 2.367 4.185 -4.384 -0.06
C 3.707 4.255 -4.734 -0.06
C 4.685 4.003 -3.784 -0.06
C 4.321 3.693 -2.480 -0.06
C 2.982 3.622 -2.130 -0.05
C 0.409 1.369 -4.196 -0.23
C 1.248 0.132 -4.128 -0.28
C 0.668 -1.119 -4.293 -0.04
C 1.452 -2.262 -4.266 -0.08
C 2.819 -2.157 -4.056 -0.07
C 3.403 -0.909 -3.886 -0.06
C 2.621 0.235 -3.924 -0.04
H 0.303 4.218 -1.771 0.09
H -0.117 4.156 -3.478 0.11
H 1.606 4.404 -5.125 0.12
H 3.985 4.514 -5.747 0.11
H 5.731 4.062 -4.055 0.11
H 5.081 3.513 -1.731 0.11
H 2.710 3.369 -1.114 0.10
H 0.925 2.172 -4.720 0.08
H -0.550 1.183 -4.678 0.10
H -0.400 -1.202 -4.463 0.11
H 0.996 -3.234 -4.397 0.11
H 3.430 -3.049 -4.029 0.11
H 4.471 -0.827 -3.733 0.11
H 3.077 1.212 -3.802 0.11
O 1.134 -3.668 -1.465 0.12
C 1.233 -2.520 -1.220 -0.49
N 1.362 -1.343 -1.040 0.05
F 6.161 1.086 2.068 0.08
C 4.910 0.841 1.652 -0.28
C 3.953 0.485 2.580 0.01
C 2.658 0.232 2.143 -0.07
C 2.364 0.362 0.799 -0.20
C 3.332 0.688 -0.133 -0.10
C 4.626 0.939 0.304 0.01
H 4.220 0.395 3.624 0.13
H 1.921 -0.080 2.867 0.10
H 3.100 0.725 -1.186 0.07
H 5.414 1.184 -0.396 0.12



Record 2
69
Properties=species:S:1:pos:R:3:mulliken_spin:R:1 method="wB97M-V/def2-TZVPD" spin_multiplicity=2 lumo_ev="-5.652 / -8.242" total_charge=+2 orbital_gap_ev="7.53 / 4.90" homo_energy_ev="-13.18 / -13.14" e_above_lowest_kj_mol=83.9
Sc -1.116 0.293 -0.324 0.10
O -2.308 -1.187 3.271 0.00
C -2.148 -1.002 2.099 0.00
O -1.479 0.003 1.559 0.00
C -2.691 -1.931 1.035 0.00
C -3.467 -3.028 1.351 0.00
C -3.922 -3.833 0.316 0.00
C -3.585 -3.509 -0.989 0.00
C -2.802 -2.393 -1.221 0.00
N -2.356 -1.611 -0.229 0.00
H -3.696 -3.224 2.389 0.00
H -4.534 -4.700 0.526 0.00
H -3.921 -4.110 -1.822 0.00
H -2.522 -2.110 -2.228 0.00
N -2.488 2.146 -3.009 0.00
C -1.699 1.102 -3.444 0.00
C -1.521 0.950 -4.828 0.00
C -0.730 -0.070 -5.290 0.00
C -0.111 -0.936 -4.381 0.00
C -0.335 -0.726 -3.049 0.01
N -1.126 0.271 -2.574 -0.01
C -2.847 2.627 -1.760 0.00
C -3.714 3.730 -1.751 0.00
C -4.099 4.278 -0.555 0.00
C -3.625 3.723 0.636 0.00
C -2.793 2.642 0.557 0.00
N -2.393 2.084 -0.623 0.00
H -2.882 2.687 -3.762 0.00
H -2.002 1.636 -5.513 0.00
H -0.583 -0.197 -6.354 0.00
H 0.527 -1.743 -4.709 0.00
H 0.131 -1.365 -2.301 -0.01
H -4.069 4.137 -2.688 0.00
H -4.766 5.129 -0.541 0.00
H -3.904 4.120 1.600 0.00
H -2.412 2.161 1.449 0.00
C 2.574 1.328 -1.749 0.02
Ge 1.659 0.472 -0.227 0.03
C 2.228 -1.415 -0.204 0.03
C 1.326 -2.427 0.123 -0.01
C 1.689 -3.767 0.091 0.00
C 2.981 -4.117 -0.275 0.00
C 3.895 -3.125 -0.606 0.00
C 3.519 -1.790 -0.576 0.01
C 2.397 1.359 1.378 0.16
C 3.052 2.593 1.188 0.03
C 3.724 3.237 2.207 0.05
C 3.724 2.694 3.490 0.20
C 3.032 1.501 3.762 -0.04
C 3.000 0.971 5.064 0.16
C 2.278 -0.177 5.343 0.02
C 1.581 -0.814 4.326 0.03
C 1.615 -0.316 3.028 0.05
C 2.341 0.837 2.707 0.07
H 3.658 1.302 -1.647 0.00
H 2.262 2.363 -1.887 0.00
H 2.316 0.784 -2.659 0.00
H 0.309 -2.187 0.442 0.00
H 0.972 -4.533 0.358 0.00
H 3.277 -5.156 -0.299 0.00
H 4.904 -3.394 -0.888 0.00
H 4.250 -1.035 -0.844 0.00
H 3.071 3.031 0.199 0.00
H 4.254 4.160 2.018 0.01
H 4.246 3.199 4.293 0.00
H 3.549 1.473 5.851 0.00
H 2.260 -0.571 6.350 0.00
H 0.999 -1.701 4.537 0.00
H 1.047 -0.823 2.261 0.08



Record 3
75
Properties=species:S:1:pos:R:3:lowdin_charge:R:1 method="wB97M-V/def2-TZVPD" lumo_ev=2.208 total_charge=-1 orbital_gap_ev=6.91 homo_energy_ev=-4.70 e_above_lowest_kj_mol=0.4
Pb -0.215 0.050 -1.362 1.07
N -2.113 -2.129 2.002 -0.13
P -1.559 -0.477 1.929 1.03
C -1.813 -0.067 3.698 -0.37
C -1.238 -0.793 4.742 -0.10
C -1.482 -0.439 6.059 -0.09
C -2.293 0.655 6.345 -0.10
C -2.855 1.392 5.315 -0.09
C -2.619 1.030 3.993 -0.10
C 0.256 -0.687 1.932 -0.46
C 0.893 -1.892 1.672 -0.11
C 2.272 -1.926 1.482 -0.07
C 3.016 -0.760 1.551 -0.08
C 2.384 0.450 1.822 -0.08
C 1.012 0.486 2.002 -0.13
C -2.550 -2.770 0.853 -0.41
C -3.446 -3.845 0.923 -0.03
C -3.853 -4.432 -0.254 -0.09
C -3.376 -3.946 -1.467 -0.07
C -2.488 -2.889 -1.435 -0.13
N -2.064 -2.320 -0.300 0.07
H -2.572 -2.414 2.853 0.09
H -0.581 -1.625 4.517 0.11
H -1.030 -1.004 6.865 0.10
H -2.476 0.937 7.375 0.10
H -3.476 2.250 5.536 0.10
H -3.045 1.609 3.182 0.10
H 0.306 -2.798 1.582 0.10
H 2.761 -2.865 1.254 0.10
H 4.081 -0.780 1.362 0.09
H 2.961 1.365 1.855 0.11
H 0.514 1.437 2.170 0.11
H -3.812 -4.188 1.883 0.10
H -4.551 -5.260 -0.229 0.10
H -3.686 -4.369 -2.412 0.10
H -2.096 -2.464 -2.353 0.10
O -2.407 0.202 -5.112 0.05
C -2.119 0.508 -3.969 -0.59
O -1.456 -0.273 -3.168 -0.32
C -2.658 1.815 -3.407 -0.04
C -3.692 2.392 -4.101 0.06
C -4.367 3.508 -3.602 -0.15
C -4.071 4.015 -2.356 0.07
C -3.038 3.448 -1.644 -0.06
C -2.182 2.434 -2.195 -0.31
O -1.060 2.172 -1.662 -0.24
N -2.829 3.940 -0.283 -0.35
O -3.299 5.032 0.010 0.04
O -2.175 3.266 0.491 0.05
N -5.441 4.109 -4.373 -0.37
O -5.660 3.673 -5.491 0.06
O -6.084 5.014 -3.863 0.04
H -3.989 1.946 -5.039 0.13
H -4.644 4.826 -1.934 0.13
C 7.385 -0.334 0.296 -0.06
C 6.079 -0.330 -0.455 -0.30
C 5.563 -1.490 -1.008 -0.04
C 4.373 -1.496 -1.737 -0.33
C 3.885 -2.811 -2.284 -0.11
C 3.686 -0.291 -1.945 -0.54
Te 1.986 -0.243 -3.227 0.81
C 4.179 0.889 -1.362 -0.33
C 3.453 2.202 -1.481 -0.10
C 5.362 0.847 -0.629 -0.04
H 7.664 -1.345 0.595 0.07
H 7.331 0.284 1.194 0.07
H 8.192 0.062 -0.325 0.08
H 6.089 -2.429 -0.860 0.11
H 4.106 -2.899 -3.351 0.08
H 2.804 -2.905 -2.184 0.03
H 4.368 -3.641 -1.766 0.07
H 2.499 2.168 -0.946 0.06
H 3.212 2.433 -2.518 0.05
H 4.050 3.013 -1.062 0.07
H 5.736 1.766 -0.188 0.11



Record 4
74
Properties=species:S:1:pos:R:3:mulliken_spin:R:1 method="wB97M-V/def2-TZVPD" spin_multiplicity=3 lumo_ev="3.999 / 3.998" total_charge=-2 orbital_gap_ev="4.49 / 5.91" homo_energy_ev="-0.49 / -1.91" e_above_lowest_kj_mol=4.8
Ti -0.076 2.208 2.163 1.05
S 2.468 0.956 5.883 0.02
As 2.065 0.687 3.842 0.02
S -0.137 0.298 3.515 -0.04
S 2.175 2.629 2.710 -0.03
S 3.179 -0.781 2.820 0.01
C 0.287 4.149 -2.694 0.00
C 0.535 2.906 -1.840 0.06
C -0.634 1.952 -1.835 -0.08
C -0.914 1.226 -2.990 0.01
C -1.960 0.319 -3.033 0.00
C -2.722 0.110 -1.894 0.00
C -2.464 0.804 -0.719 -0.06
C -3.297 0.547 0.507 0.04
C -4.438 1.556 0.651 0.01
C -1.429 1.756 -0.693 -0.11
N -1.202 2.484 0.491 0.13
C -1.562 3.821 0.477 0.56
C -1.478 4.535 1.696 -0.06
C -1.733 5.863 2.052 0.22
C -1.480 5.953 3.439 -0.08
C -1.074 4.705 3.865 0.16
N -1.075 3.823 2.822 0.05
H 1.163 4.801 -2.691 0.00
H -0.559 4.719 -2.306 0.00
H 0.066 3.879 -3.729 0.00
H 0.766 3.208 -0.819 0.01
H 1.412 2.374 -2.220 0.00
H -0.286 1.371 -3.864 0.00
H -2.159 -0.247 -3.935 0.00
H -3.519 -0.627 -1.905 0.00
H -2.664 0.605 1.394 0.01
H -3.694 -0.471 0.456 0.00
H -4.032 2.563 0.762 0.00
H -5.044 1.337 1.532 0.00
H -5.086 1.542 -0.229 0.00
H -1.942 4.278 -0.430 0.03
H -2.058 6.650 1.388 0.01
H -1.573 6.832 4.061 0.00
H -0.757 4.390 4.848 0.01
F -0.864 -5.679 -4.599 0.00
C -0.635 -4.833 -3.557 0.00
C -0.400 -3.499 -3.823 0.00
C -0.171 -2.647 -2.752 0.00
C -0.166 -3.109 -1.436 0.00
C -0.409 -4.462 -1.220 0.00
C -0.644 -5.338 -2.275 0.00
Sb 0.102 -1.674 0.179 0.02
C 1.987 -1.056 -0.656 -0.01
C 2.436 0.225 -0.339 0.02
C 3.644 0.710 -0.813 0.01
C 4.401 -0.120 -1.612 0.00
F 5.591 0.332 -2.091 0.00
C 4.004 -1.396 -1.950 0.00
C 2.785 -1.857 -1.466 0.00
C 0.793 -3.164 1.556 0.00
C 1.980 -3.872 1.397 0.00
C 2.374 -4.821 2.326 0.00
C 1.564 -5.044 3.420 0.00
F 1.947 -5.975 4.334 0.00
C 0.391 -4.352 3.628 0.00
C 0.014 -3.405 2.682 0.00
H -0.399 -3.144 -4.846 0.00
H 0.011 -1.597 -2.952 0.00
H -0.400 -4.852 -0.208 0.00
H -0.827 -6.393 -2.114 0.00
H 1.854 0.852 0.328 0.00
H 4.006 1.690 -0.533 0.00
H 4.638 -2.009 -2.577 0.00
H 2.454 -2.852 -1.744 0.00
H 2.631 -3.661 0.558 0.00
H 3.307 -5.360 2.226 0.00
H -0.191 -4.530 4.522 0.00
H -0.880 -2.818 2.857 0.00



Record 5
81
Properties=species:S:1:pos:R:3:lowdin_charge:R:1 method="wB97M-V/def2-TZVPD" lumo_ev=1.901 total_charge=-1 orbital_gap_ev=6.67 homo_energy_ev=-4.77 e_above_lowest_kj_mol=7.2
Cs -1.006 0.766 -0.160 1.11
C 3.128 0.759 -1.488 -0.02
C 2.463 0.580 -0.151 -0.30
N 2.141 -0.565 0.324 0.09
N 2.399 -1.639 -0.475 -0.02
C 2.358 -2.913 -0.004 -0.89
N 2.473 -3.835 -0.986 0.09
S 2.235 -3.351 1.598 0.63
C 2.117 1.775 0.679 -0.30
C 2.212 3.061 0.155 -0.02
C 1.867 4.144 0.951 -0.06
C 1.425 3.910 2.236 -0.06
C 1.334 2.591 2.663 -0.12
N 1.667 1.547 1.919 0.11
H 2.402 0.668 -2.302 0.08
H 3.883 -0.014 -1.640 0.08
H 3.618 1.724 -1.571 0.07
H 2.457 -1.508 -1.479 0.07
H 2.674 -3.569 -1.939 0.06
H 2.581 -4.789 -0.698 0.08
H 2.516 3.228 -0.867 0.10
H 1.911 5.150 0.553 0.12
H 1.108 4.717 2.881 0.09
H 0.958 2.365 3.655 0.11
C 0.178 2.138 -3.963 -0.03
C -0.103 3.452 -3.289 -0.33
C 0.068 4.654 -4.014 -0.03
C -0.163 5.846 -3.399 -0.04
C -0.574 5.874 -2.047 -0.20
C -0.834 7.061 -1.323 -0.65
Br -0.642 8.768 -2.150 0.71
C -1.230 7.004 -0.015 -0.20
C -1.379 5.775 0.625 -0.61
Br -1.907 5.768 2.449 0.73
C -1.144 4.526 0.012 -0.50
O -1.250 3.420 0.596 -0.30
C -0.728 4.625 -1.396 -0.14
N -0.487 3.447 -2.035 0.14
H -0.364 2.058 -4.908 0.08
H -0.106 1.301 -3.329 0.03
H 1.242 2.046 -4.198 0.08
H 0.383 4.613 -5.050 0.11
H -0.039 6.778 -3.934 0.07
H -1.429 7.915 0.533 0.09
O -0.272 -0.891 -2.595 -0.28
N -0.680 -1.618 -3.532 -0.08
C 0.240 -2.236 -4.272 -0.31
C -0.184 -3.073 -5.343 -0.21
N -0.507 -3.757 -6.211 0.13
C 1.622 -2.114 -3.958 -0.18
N 2.728 -1.997 -3.650 0.16
C -3.709 0.185 -2.428 -0.04
C -3.937 -1.073 -1.618 -0.62
N -3.307 -2.174 -2.087 0.18
O -4.662 -1.093 -0.634 0.01
H -4.403 0.195 -3.270 0.09
H -2.694 0.225 -2.828 0.04
H -3.915 1.054 -1.806 0.08
H -2.570 -2.095 -2.777 0.05
H -3.367 -3.012 -1.534 0.11
S -1.892 -4.534 5.176 1.02
C -1.829 -3.377 3.837 -0.52
C -0.724 -2.584 3.573 -0.10
C -0.792 -1.697 2.510 -0.17
N -1.880 -1.532 1.760 -0.01
C -2.949 -2.277 2.039 -0.13
C -2.966 -3.223 3.051 -0.09
C -0.290 -5.280 5.174 -0.52
C 0.527 -5.398 4.058 -0.10
C 1.744 -6.048 4.200 -0.15
N 2.174 -6.598 5.334 0.05
C 1.371 -6.489 6.390 -0.16
C 0.150 -5.837 6.371 -0.11
H 0.188 -2.664 4.147 0.11
H 0.085 -1.107 2.254 0.07
H -3.817 -2.116 1.407 0.09
H -3.843 -3.834 3.217 0.10
H 0.255 -4.985 3.097 0.08
H 2.404 -6.123 3.342 0.09
H 1.729 -6.934 7.313 0.10
H -0.444 -5.758 7.272 0.10



Record 6
73
Properties=species:S:1:pos:R:3:lowdin_charge:R:1 method="wB97M-V/def2-TZVPD" lumo_ev=4.642 total_charge=-2 orbital_gap_ev=6.35 homo_energy_ev=-1.71
Cd -0.866 -0.323 -0.229 1.48
O -2.050 1.270 -2.054 -0.10
C -2.795 0.493 -2.978 -0.23
C -3.548 -0.623 -2.273 -0.16
N -2.673 -1.529 -1.532 -0.22
C -2.049 -2.531 -2.395 -0.13
C -1.036 -1.952 -3.420 -0.73
O -1.083 -2.459 -4.561 -0.07
O -0.295 -1.041 -2.991 -0.09
C -3.411 -2.145 -0.433 -0.14
C -3.771 -1.051 0.582 -0.70
O -4.962 -0.844 0.856 -0.03
O -2.768 -0.426 1.046 -0.15
H -2.633 1.530 -1.325 0.04
H -2.089 0.109 -3.705 0.10
H -3.526 1.122 -3.507 0.12
H -4.159 -1.179 -3.004 0.13
H -4.237 -0.165 -1.557 0.12
H -2.808 -3.103 -2.947 0.11
H -1.493 -3.219 -1.751 0.12
H -2.753 -2.870 0.052 0.11
H -4.323 -2.654 -0.774 0.12
C -3.954 2.556 0.936 -0.06
O -2.681 2.406 0.326 -0.15
C -1.984 3.522 -0.025 -0.24
C -2.598 4.734 -0.298 -0.04
C -1.838 5.843 -0.658 -0.12
C -0.459 5.728 -0.724 -0.12
C 0.154 4.518 -0.433 -0.03
C -0.584 3.381 -0.104 -0.18
N -0.020 2.156 0.303 0.02
N 1.261 2.187 0.244 0.04
C 1.997 1.301 0.926 -0.19
C 1.511 0.563 2.083 -0.42
O 0.350 0.603 2.506 -0.02
C 2.512 -0.251 2.788 -0.01
C 3.780 -0.367 2.371 -0.04
C 4.281 0.383 1.245 -0.19
C 5.620 0.280 0.846 -0.07
C 6.116 1.032 -0.195 -0.13
C 5.254 1.908 -0.867 -0.11
C 3.927 1.998 -0.511 -0.04
C 3.401 1.241 0.555 -0.11
H -3.919 3.345 1.692 0.10
H -4.722 2.800 0.193 0.09
H -4.182 1.597 1.394 0.07
H -3.674 4.817 -0.234 0.10
H -2.330 6.784 -0.871 0.08
H 0.145 6.587 -0.994 0.09
H 1.231 4.426 -0.443 0.09
H 2.134 -0.823 3.628 0.11
H 4.464 -1.041 2.879 0.10
H 6.266 -0.417 1.373 0.10
H 7.153 0.944 -0.495 0.08
H 5.634 2.511 -1.683 0.09
H 3.256 2.651 -1.050 0.10
C 0.511 -4.653 3.160 -0.12
C -0.503 -3.680 3.006 -0.10
C -0.413 -2.741 2.017 -0.06
C 0.693 -2.705 1.123 -0.22
C 0.793 -1.699 0.110 -0.18
C 1.919 -1.715 -0.680 -0.15
C 2.941 -2.676 -0.514 -0.09
C 2.843 -3.644 0.444 -0.07
C 1.714 -3.680 1.295 -0.19
C 1.588 -4.651 2.322 -0.07
H 0.429 -5.398 3.945 0.08
H -1.349 -3.674 3.684 0.09
H -1.182 -1.983 1.917 0.07
H 2.037 -0.978 -1.464 0.09
H 3.806 -2.649 -1.168 0.09
H 3.621 -4.392 0.568 0.09
H 2.375 -5.392 2.432 0.09